(1)
Computed, not measured: a 2-piece molecular cluster, C24H31N2O6S overall in a non-equilibrium geometry, with the ωB97M-V functional and the def2-TZVPD basis.

Structure (XYZ):
```
64
Properties=species:S:1:pos:R:3:forces:R:3:nbo_charge:R:1
C -4.367 -0.721 4.130 -0.160 0.126 0.094 -0.619
C -3.008 -1.279 3.794 0.435 0.563 -0.466 -0.070
O -2.172 -0.149 3.443 -1.452 -0.939 0.660 -0.543
C -1.004 -0.425 2.828 2.053 1.618 -0.795 0.769
C -0.202 0.814 2.727 1.334 -3.071 0.150 -0.428
C -0.804 2.096 3.038 -0.449 1.162 -0.094 -0.626
C 1.252 0.677 2.829 -2.639 0.894 -0.976 0.754
O 2.031 1.587 2.547 0.653 -0.115 0.436 -0.728
O 1.644 -0.546 3.223 1.553 -0.343 0.569 -0.521
C 2.987 -0.602 3.745 -0.542 0.052 -0.469 -0.069
C 3.298 -2.059 3.917 0.159 -0.346 0.077 -0.617
O -0.700 -1.516 2.375 -0.718 -0.384 0.445 -0.673
H -5.067 -1.533 4.329 -0.050 -0.039 0.027 0.196
H -4.325 -0.081 5.018 0.004 -0.032 -0.153 0.204
H -4.753 -0.131 3.292 0.063 -0.070 0.121 0.211
H -2.559 -1.788 4.657 -0.045 -0.033 -0.227 0.169
H -3.060 -1.968 2.944 0.122 0.029 0.190 0.194
H -0.036 2.868 2.907 -0.282 0.075 0.124 0.222
H -1.612 2.305 2.330 -0.001 0.171 0.409 0.220
H -1.211 2.141 4.061 0.056 0.137 -0.146 0.187
H 3.684 -0.121 3.048 -0.148 0.013 0.209 0.189
H 3.010 -0.074 4.710 0.068 0.022 -0.225 0.165
H 4.294 -2.171 4.344 0.110 -0.086 0.053 0.192
H 2.577 -2.536 4.587 0.037 0.031 -0.093 0.209
H 3.273 -2.575 2.954 -0.050 0.047 0.096 0.211
C -7.529 2.947 -2.670 -0.207 -0.037 -0.094 -0.627
C -6.131 2.910 -2.119 0.303 -0.016 0.058 -0.010
C -5.910 2.697 -0.753 0.227 0.032 -0.125 -0.244
C -4.618 2.717 -0.230 0.118 0.038 -0.299 -0.100
C -3.537 2.940 -1.091 -0.220 0.091 -0.325 -0.351
S -1.891 3.184 -0.454 0.535 -1.782 1.656 2.296
N -1.359 1.596 -0.324 -0.696 1.017 -1.284 -0.831
C -0.162 1.273 0.057 0.131 1.353 0.927 0.183
C 0.545 0.217 -0.648 0.133 -1.521 -0.281 -0.031
C 1.930 0.000 -0.487 -0.528 0.755 0.129 -0.190
C 2.593 -0.924 -1.275 -0.417 -0.766 -0.434 -0.234
C 1.861 -1.771 -2.146 -0.586 1.104 0.781 0.170
N 2.452 -2.925 -2.672 0.226 -0.806 -0.838 -0.501
C 2.639 -4.096 -1.840 -0.089 0.521 -0.020 -0.392
C 3.084 -2.995 -3.969 -0.175 0.154 0.393 -0.388
C 0.479 -1.519 -2.349 0.817 -0.194 0.374 -0.225
C -0.166 -0.557 -1.588 0.263 0.293 -0.045 -0.185
O -1.127 3.863 -1.468 -0.073 -0.010 -0.041 -0.948
O -2.037 3.780 0.853 -0.185 0.555 -0.683 -0.952
C -3.740 3.112 -2.461 -0.046 -0.060 0.351 -0.161
C -5.034 3.095 -2.967 -0.219 -0.046 0.199 -0.230
H -7.503 3.109 -3.752 -0.095 -0.038 0.156 0.210
H -8.059 2.007 -2.473 0.082 0.149 -0.051 0.216
H -8.121 3.755 -2.219 0.149 -0.141 -0.073 0.216
H -6.765 2.530 -0.094 0.253 0.057 -0.137 0.207
H -4.445 2.576 0.834 0.037 0.070 -0.172 0.233
H 0.421 1.858 0.780 0.024 0.185 -0.613 0.226
H 2.467 0.595 0.256 -0.149 -0.107 -0.238 0.244
H 3.680 -1.045 -1.213 -0.427 -0.118 0.163 0.207
H 2.068 -3.979 -0.911 0.170 -0.084 -0.217 0.223
H 2.282 -4.989 -2.373 0.040 -0.003 0.130 0.175
H 3.702 -4.244 -1.594 -0.046 -0.115 0.101 0.164
H 2.838 -2.108 -4.564 0.055 -0.203 0.119 0.208
H 4.179 -3.069 -3.869 0.005 0.051 -0.174 0.163
H 2.737 -3.895 -4.497 0.078 0.113 -0.121 0.175
H -0.065 -2.130 -3.073 0.138 0.074 0.307 0.207
H -1.233 -0.370 -1.701 0.303 -0.027 -0.002 0.235
H -2.890 3.279 -3.115 -0.073 0.007 0.160 0.242
H -5.199 3.244 -4.035 0.031 -0.024 0.247 0.204
```
Positions in Å, forces in eV/Å.

Output
M ... 475.59 g mol⁻¹
Calculated total energy ... -1892.2604 a.u.
Max |F| ... 3.4 eV/A
Net charge ... -1

***

(2)
Computed, not measured: C24H31N3O3PPd as an isolated structure in a non-equilibrium geometry, with the ωB97M-V functional and the def2-TZVPD basis.

Structure (XYZ):
```
63
Properties=species:S:1:pos:R:3:forces:R:3:nbo_charge:R:1
Pd 0.201 0.142 0.295 0.106 0.801 1.453 0.903
C 4.843 -0.297 3.097 -0.036 0.004 0.000 -0.273
O 4.099 -0.022 1.904 -0.072 0.022 -0.045 -0.470
C 2.771 -0.036 1.907 0.210 -0.222 -0.074 0.919
O 2.218 0.311 0.868 -0.067 0.259 -0.432 -0.655
N 2.160 -0.428 3.038 -0.059 -0.156 0.170 -0.470
N 0.760 -0.493 3.078 0.038 0.071 0.135 -0.668
H 5.877 -0.094 2.844 0.013 0.008 -0.004 0.227
H 4.751 -1.348 3.379 0.001 -0.003 0.002 0.184
H 4.527 0.354 3.911 -0.004 0.000 0.012 0.196
H 2.683 -1.038 3.648 -0.017 0.036 0.029 0.390
H 0.465 -0.373 4.036 0.001 0.004 0.012 0.369
H 0.440 -1.370 2.668 -0.015 -0.008 -0.028 0.404
N -1.888 0.113 0.244 -0.031 -0.066 0.018 -0.798
C -2.665 1.340 0.094 0.076 0.006 -0.022 0.133
C -4.040 1.261 -0.052 -0.012 0.014 0.077 -0.218
C -4.788 2.427 -0.142 0.002 -0.013 -0.002 -0.174
C -4.161 3.664 -0.095 0.001 0.011 -0.013 -0.212
C -2.780 3.737 0.007 0.024 0.016 -0.087 -0.117
C -2.021 2.574 0.081 0.007 0.041 0.139 -0.388
P -0.213 2.530 0.045 0.142 -0.834 -1.418 0.941
C 0.412 4.225 -0.026 0.039 0.038 0.635 -0.387
C 0.631 4.869 -1.241 -0.020 0.026 0.004 -0.179
C 1.078 6.182 -1.250 -0.008 0.001 0.030 -0.201
C 1.306 6.852 -0.055 -0.004 -0.018 -0.006 -0.172
C 1.092 6.212 1.158 -0.001 0.002 -0.008 -0.225
C 0.649 4.899 1.173 0.003 0.023 -0.007 -0.123
C 0.112 1.967 -1.675 0.183 -0.190 -0.518 -0.368
C -0.874 1.813 -2.650 -0.054 0.062 0.203 -0.178
C -0.587 1.192 -3.857 0.091 -0.001 -0.112 -0.219
C 0.693 0.722 -4.117 -0.145 -0.005 -0.059 -0.196
C 1.698 0.909 -3.181 0.027 0.079 0.119 -0.191
C 1.417 1.526 -1.971 -0.166 0.331 -0.068 -0.226
H -2.018 -0.256 1.186 -0.087 -0.002 -0.018 0.416
H -2.243 -0.606 -0.385 0.104 0.207 0.091 0.428
H -4.530 0.295 -0.069 0.004 0.003 -0.002 0.226
H -5.864 2.366 -0.240 0.013 -0.002 0.001 0.234
H -4.746 4.571 -0.158 0.006 -0.006 0.006 0.233
H -2.282 4.699 0.001 -0.009 0.001 0.014 0.225
H 0.459 4.351 -2.175 0.008 0.015 0.007 0.233
H 1.249 6.682 -2.194 -0.002 -0.004 0.004 0.230
H 1.658 7.875 -0.071 -0.003 -0.006 0.001 0.229
H 1.274 6.732 2.088 0.001 -0.001 -0.003 0.228
H 0.490 4.394 2.119 0.002 0.005 0.000 0.211
H -1.875 2.189 -2.471 -0.033 -0.061 0.013 0.213
H -1.366 1.086 -4.601 0.002 -0.014 0.007 0.225
H 0.910 0.227 -5.055 -0.008 0.007 0.003 0.227
H 2.704 0.567 -3.384 0.007 0.023 -0.007 0.228
H 2.225 1.717 -1.275 -0.046 -0.185 0.125 0.238
C 1.118 -2.973 -1.200 -0.034 0.001 -0.068 -0.628
C 0.032 -2.839 -0.133 0.291 -0.045 -0.238 0.237
C -1.323 -2.639 -0.808 -0.024 -0.223 -0.133 -0.639
C -0.007 -4.088 0.743 -0.028 -0.045 0.008 -0.613
O 0.368 -1.777 0.728 -0.510 0.124 0.104 -0.826
H 0.937 -3.822 -1.861 -0.001 0.001 -0.007 0.211
H 2.091 -3.102 -0.723 -0.024 0.002 -0.001 0.216
H 1.153 -2.064 -1.808 0.018 0.007 -0.006 0.206
H -1.565 -3.505 -1.427 -0.018 0.015 0.002 0.233
H -1.298 -1.768 -1.473 0.064 -0.110 -0.031 0.195
H -2.122 -2.538 -0.067 0.055 -0.063 -0.006 0.191
H -0.195 -4.982 0.146 0.001 0.015 0.005 0.216
H -0.797 -4.000 1.492 0.024 -0.004 0.005 0.205
H 0.949 -4.212 1.254 -0.025 0.007 -0.011 0.214
```
Positions in Å, forces in eV/Å.

Output
M ... 546.92 g mol⁻¹
Calculated total energy ... -1792.1412 a.u.
Max |F| ... 1.7 eV/A
Relative energy (zero: lowest compared OMol25 entry of this formula, charge and spin) ... 35.5 kcal/mol
Net charge ... +1

***

(3)
Computed, not measured: a single C24H31N3O4 molecule, with the ωB97M-V functional and the def2-TZVPD basis.

Structure (XYZ):
```
62
Properties=species:S:1:pos:R:3:forces:R:3:nbo_charge:R:1
C 7.173 0.778 2.942 -0.076 0.164 0.164 -0.253
O 7.609 -0.177 2.002 0.057 -0.224 -0.265 -0.491
C 6.871 -0.357 0.875 -0.071 -0.085 -0.188 0.313
C 7.364 -1.292 -0.038 0.016 0.093 0.128 -0.245
C 6.692 -1.533 -1.218 0.083 -0.048 0.086 -0.194
C 5.511 -0.868 -1.508 -0.226 0.146 0.041 -0.247
C 5.006 0.053 -0.599 0.389 -0.150 0.040 -0.041
C 3.751 0.831 -0.827 -0.040 -0.030 -0.164 0.642
O 3.572 1.930 -0.336 0.040 0.134 0.207 -0.625
N 2.831 0.225 -1.614 -0.134 -0.187 -0.215 -0.602
C 1.527 0.798 -1.855 -0.049 0.302 -0.033 -0.246
C 0.414 -0.093 -1.372 -0.006 -0.065 -0.145 -0.081
C -0.761 -0.228 -2.096 0.266 0.028 0.105 -0.186
C -1.803 -1.012 -1.638 -0.174 -0.068 0.035 -0.302
C -1.705 -1.714 -0.432 0.264 0.054 -0.182 0.261
N -2.709 -2.557 0.021 -0.140 -0.216 -0.048 -0.447
C -2.964 -2.701 1.444 -0.029 -0.117 0.204 -0.225
C -4.292 -1.998 1.822 0.085 0.109 0.171 -0.240
N -4.557 -0.953 0.857 -0.137 -0.045 -0.073 -0.452
C -3.957 0.256 1.070 -0.278 -0.055 -0.025 0.911
O -3.517 0.574 2.151 0.273 0.177 0.240 -0.668
O -3.982 1.023 -0.028 -0.087 -0.107 -0.076 -0.543
C -3.423 2.359 0.002 0.285 0.628 0.062 0.278
C -4.229 3.240 0.956 0.052 -0.329 -0.065 -0.643
C -3.570 2.846 -1.440 -0.049 -0.288 0.367 -0.615
C -1.948 2.323 0.400 -0.237 -0.186 0.062 -0.654
C -4.863 -1.473 -0.459 -0.055 0.028 -0.218 -0.236
C -3.937 -2.684 -0.729 -0.013 0.055 -0.043 -0.236
C -0.498 -1.605 0.271 -0.026 0.046 0.127 -0.269
C 0.526 -0.801 -0.182 -0.076 0.103 -0.084 -0.183
C 5.691 0.314 0.584 0.044 0.084 0.192 -0.301
H 7.126 1.779 2.503 -0.012 -0.039 0.014 0.181
H 6.194 0.516 3.355 0.031 0.019 -0.026 0.178
H 7.915 0.766 3.738 -0.083 0.035 -0.036 0.200
H 8.283 -1.806 0.198 0.113 -0.064 0.023 0.225
H 7.093 -2.246 -1.923 0.045 -0.048 -0.050 0.216
H 5.016 -1.049 -2.451 -0.046 -0.001 -0.079 0.208
H 2.977 -0.726 -1.911 0.084 0.052 0.114 0.398
H 1.404 1.004 -2.925 -0.047 0.045 0.143 0.196
H 1.515 1.753 -1.315 0.005 -0.118 -0.181 0.248
H -0.876 0.303 -3.031 -0.006 0.040 -0.109 0.209
H -2.697 -1.057 -2.237 -0.132 -0.033 -0.014 0.210
H -2.155 -2.242 2.008 -0.044 -0.060 -0.024 0.219
H -3.014 -3.766 1.699 0.035 0.088 0.103 0.193
H -5.135 -2.693 1.807 0.032 0.011 0.020 0.192
H -4.217 -1.544 2.810 -0.062 -0.155 -0.067 0.250
H -4.136 2.867 1.973 -0.003 0.049 0.049 0.241
H -5.280 3.235 0.674 -0.107 0.047 -0.044 0.209
H -3.855 4.259 0.918 0.034 0.129 -0.038 0.213
H -3.194 3.861 -1.529 0.048 0.120 -0.002 0.214
H -4.615 2.827 -1.737 -0.119 0.030 -0.051 0.212
H -3.005 2.199 -2.106 0.087 -0.060 -0.103 0.213
H -1.521 3.317 0.303 0.044 0.142 -0.061 0.212
H -1.842 1.991 1.428 0.061 0.037 0.016 0.244
H -1.403 1.638 -0.246 0.071 -0.047 -0.075 0.224
H -5.915 -1.781 -0.487 0.067 0.004 -0.095 0.194
H -4.709 -0.679 -1.187 -0.072 -0.138 0.034 0.234
H -3.722 -2.793 -1.792 -0.074 -0.051 0.031 0.218
H -4.420 -3.607 -0.393 0.016 0.033 -0.089 0.199
H -0.346 -2.163 1.181 -0.015 -0.062 0.063 0.211
H 1.433 -0.723 0.400 0.095 -0.030 0.060 0.217
H 5.272 1.054 1.246 0.000 0.071 0.065 0.244
```
Positions in Å, forces in eV/Å.

Output
M ... 425.53 g mol⁻¹
Calculated total energy ... -1398.4108 a.u.
SMILES string ... COc1cccc(C(=O)NCc2ccc(N3CCN(C(=O)OC(C)(C)C)CC3)cc2)c1
Max |F| ... 0.7 eV/A
Relative energy (zero: lowest compared OMol25 entry of this formula, charge and spin) ... 15.0 kcal/mol

***

(4)
Computed, not measured: a single C24H31N3O5S molecule in a non-equilibrium geometry, with the ωB97M-V functional and the def2-TZVPD basis.

Structure (XYZ):
```
64
Properties=species:S:1:pos:R:3:forces:R:3:nbo_charge:R:1
C 7.061 -1.252 3.973 -0.239 -0.079 0.092 -0.600
C 5.556 -1.035 4.073 0.240 0.220 -0.192 -0.386
C 5.108 0.218 3.325 -0.332 -0.302 0.251 -0.394
C 3.595 0.408 3.403 0.160 0.267 -0.091 -0.403
C 3.112 1.685 2.719 -0.059 -0.123 -0.211 -0.421
C 3.395 1.686 1.214 0.126 -0.163 0.385 -0.074
O 2.654 2.685 0.530 -0.015 0.243 -0.108 -0.489
C 1.371 2.443 0.184 -0.340 0.082 -0.151 0.317
C 0.651 1.290 0.489 0.265 0.128 0.033 -0.259
C -0.644 1.143 0.028 -0.173 0.174 -0.171 -0.198
C -1.247 2.143 -0.719 0.322 -0.056 0.168 0.062
N -2.561 1.944 -1.224 0.366 0.159 0.187 -0.487
C -2.948 2.308 -2.508 -0.342 -0.059 -0.320 0.704
O -2.244 2.842 -3.321 0.067 0.073 -0.096 -0.556
C -4.400 1.907 -2.680 -0.083 -0.033 0.039 -0.513
C -4.663 0.956 -1.521 -0.093 -0.032 -0.149 -0.143
N -4.446 -0.423 -1.948 0.129 -0.086 -0.217 -0.610
C -4.775 -1.430 -0.950 -0.165 -0.160 0.112 -0.216
C -4.022 -2.732 -1.248 -0.147 0.281 0.095 -0.438
C -2.561 -2.566 -0.942 0.001 -0.072 -0.023 0.003
C -1.646 -2.252 -1.944 0.111 -0.038 0.107 -0.178
C -0.310 -2.046 -1.640 0.020 0.085 -0.141 -0.188
C 0.105 -2.163 -0.330 0.397 0.155 0.136 -0.345
S 1.827 -1.977 0.055 0.594 -0.816 -0.198 2.308
N 2.390 -3.522 -0.304 -0.309 0.685 0.136 -1.074
O 1.990 -1.768 1.467 -0.393 -0.277 -0.024 -0.955
O 2.455 -1.062 -0.853 -0.264 -0.232 -0.282 -0.933
C -0.781 -2.470 0.682 -0.046 0.006 0.181 -0.173
C -2.116 -2.664 0.374 0.112 0.030 -0.110 -0.214
C -3.563 1.297 -0.522 -0.476 -0.104 0.190 0.693
O -3.512 0.955 0.633 0.014 0.090 0.035 -0.569
C -0.551 3.315 -0.994 -0.085 -0.106 0.076 -0.128
C 0.744 3.456 -0.549 0.181 -0.114 0.161 -0.273
H 7.358 -2.149 4.511 0.125 -0.069 0.025 0.205
H 7.597 -0.405 4.397 0.110 0.071 0.028 0.200
H 7.362 -1.359 2.933 0.091 -0.014 -0.104 0.199
H 5.033 -1.900 3.658 -0.075 -0.049 0.051 0.193
H 5.271 -0.950 5.124 -0.092 -0.038 0.018 0.192
H 5.609 1.092 3.750 0.077 0.079 -0.049 0.191
H 5.411 0.134 2.280 0.115 0.043 -0.090 0.191
H 3.296 0.441 4.453 -0.027 -0.063 0.032 0.198
H 3.100 -0.449 2.942 0.004 0.007 0.102 0.224
H 2.034 1.780 2.869 -0.013 0.072 -0.005 0.212
H 3.585 2.559 3.173 -0.056 0.054 0.010 0.200
H 3.198 0.700 0.779 0.048 0.087 -0.015 0.191
H 4.438 1.951 1.022 -0.105 -0.134 -0.013 0.192
H 1.085 0.491 1.067 0.083 0.011 0.132 0.218
H -1.189 0.244 0.264 -0.059 -0.064 0.012 0.224
H -5.021 2.801 -2.626 0.045 0.044 0.001 0.246
H -4.557 1.437 -3.650 0.035 0.030 0.031 0.253
H -5.663 1.032 -1.090 0.147 0.080 0.049 0.223
H -3.474 -0.527 -2.230 -0.053 0.029 -0.007 0.357
H -5.855 -1.602 -1.002 0.062 -0.052 0.091 0.194
H -4.526 -1.100 0.068 -0.069 -0.081 -0.091 0.202
H -4.442 -3.525 -0.628 -0.004 -0.034 -0.054 0.226
H -4.169 -2.992 -2.297 -0.018 -0.085 -0.013 0.219
H -1.977 -2.182 -2.971 -0.031 0.004 -0.106 0.212
H 0.412 -1.785 -2.397 0.031 0.042 -0.186 0.242
H 2.716 -4.004 0.517 0.006 -0.036 0.272 0.405
H 3.092 -3.507 -1.025 0.133 0.139 -0.207 0.406
H -0.415 -2.538 1.694 -0.041 -0.029 0.167 0.244
H -2.822 -2.893 1.158 -0.070 -0.020 0.102 0.223
H -1.015 4.101 -1.567 -0.012 0.046 -0.054 0.222
H 1.305 4.351 -0.765 0.071 0.102 -0.030 0.224
```
Positions in Å, forces in eV/Å.

Output
M ... 473.59 g mol⁻¹
Calculated total energy ... -1871.8325 a.u.
SMILES string ... CCCCCCOc1ccc(N2C(=O)C[C@@H](NCCc3ccc(S(N)(=O)=O)cc3)C2=O)cc1
Max |F| ... 1.0 eV/A
Relative energy (zero: lowest compared OMol25 entry of this formula, charge and spin) ... 19.2 kcal/mol